Entry from the OMol25 dataset: 2 unconnected molecules or ions with the total composition C21H32NO (the ωB97M-V functional and the def2-TZVPD basis).

CARTESIAN COORDINATES (ANGSTROEM)
C -0.376 -0.752 2.490
C 0.833 0.077 2.260
C 2.172 -0.294 2.334
C 3.172 0.746 2.345
C 2.792 2.187 2.374
C 4.509 0.423 2.373
C 4.947 -0.897 2.393
C 6.407 -1.203 2.400
C 3.996 -1.915 2.402
C 2.640 -1.659 2.382
C 1.725 -2.833 2.358
H -1.263 -0.125 2.612
H -0.580 -1.432 1.661
H -0.293 -1.337 3.407
H 0.644 1.111 2.022
H 3.675 2.821 2.456
H 2.269 2.485 1.465
H 2.158 2.413 3.232
H 5.241 1.214 2.392
H 6.585 -2.280 2.400
H 6.897 -0.784 1.517
H 6.890 -0.783 3.286
H 4.336 -2.937 2.409
H 2.294 -3.764 2.308
H 1.115 -2.884 3.261
H 1.074 -2.811 1.483
C -0.358 -0.416 -4.480
C -1.517 0.476 -4.940
C -2.619 0.563 -3.864
C -2.118 0.673 -2.446
N -3.076 0.853 -1.402
C -4.501 1.010 -1.758
C -5.362 1.467 -0.580
O -5.176 0.635 0.551
C -3.827 0.639 0.983
C -2.880 0.151 -0.114
C -0.812 0.507 -2.169
C 0.240 0.128 -3.171
H -0.723 -1.439 -4.325
H 0.407 -0.500 -5.265
H -1.134 1.483 -5.155
H -1.929 0.118 -5.894
H -3.271 1.419 -4.077
H -3.260 -0.324 -3.925
H -4.584 1.727 -2.578
H -4.861 0.049 -2.133
H -5.123 2.493 -0.279
H -6.433 1.449 -0.818
H -3.585 1.659 1.299
H -3.780 0.010 1.880
H -3.029 -0.916 -0.294
H -1.844 0.268 0.204
H -0.489 0.635 -1.152
H 0.926 -0.609 -2.732
H 0.863 1.004 -3.394

Computed properties:
HOMO-LUMO gap ... 3.9 eV
Total energy ... -949.08123 hartree
Charge ... +1
LUMO ... -5.727 eV
Spin multiplicity ... 1